Arrangement A

A cluster of 2 separate species, C4H12N3 in total, computed with ωB97M-V with the def2-TZVPD basis set.

As for the orbital gap: 9.304 eV. The total charge is +1. The lowest unoccupied orbital energy is -3.69 eV.

Atoms and positions in Å:
N1 -2.69286 -0.94698 0.19186
N2 -1.25917 -0.02469 -1.38620
N3 1.41122 0.54582 1.61284
C1 1.32320 1.63211 0.98440
C2 0.07075 0.10570 -1.98021
C3 2.51235 -0.34560 1.24866
C4 -1.54187 -0.87258 -0.43784
H1 0.77522 0.50872 -1.25866
H2 0.01708 0.80032 -2.80858
H3 2.07579 2.01288 0.28646
H4 0.40291 2.20491 1.06584
H5 -1.92550 0.72816 -1.50860
H6 0.43446 -0.85669 -2.33155
H7 3.37465 0.19204 0.85667
H8 -3.45328 -0.32231 -0.03946
H9 -2.76362 -1.39854 1.09089
H10 2.12617 -1.03756 0.50122
H11 2.81767 -0.91453 2.12320
H12 -0.75685 -1.53924 -0.09958

=====

Arrangement B

A cluster of 2 separate species, C4H12N3 in total, computed with ωB97M-V with the def2-TZVPD basis set.

As for the orbital gap: 9.037 eV. The total charge is +1. The lowest unoccupied orbital energy is -4.37 eV.

Atoms and positions in Å:
N1 -0.94242 -0.40575 -0.85078
N2 1.98996 0.31961 0.65811
N3 0.92776 2.19376 -0.20250
C1 -1.03555 -1.10494 0.43392
C2 0.11577 -0.21966 -1.54046
C3 1.34887 1.51711 0.79907
C4 -2.23785 -2.02752 0.51420
H1 0.67591 3.10994 0.15593
H2 -2.44296 -2.25847 1.55534
H3 -3.12257 -1.52916 0.11242
H4 0.95722 -0.85424 -1.32410
H5 2.51292 0.21087 -0.19432
H6 -0.08445 -1.57066 0.67136
H7 2.44559 -0.06269 1.46213
H8 -2.09306 -2.94962 -0.04458
H9 1.21170 1.84727 1.83113
H10 0.04671 0.47120 -2.36741
H11 -1.75700 0.14500 -1.11803
H12 -1.16541 -0.28659 1.15219

=====

Verdict on stability: arrangement A comes out at the bottom.

=====

Arrangement A

A structure of composition C35H42Cl2N2O4PV, computed with ωB97M-V with the def2-TZVPD basis set.

As for the orbital gap (alpha / beta): 6.609 / 6.507 eV. As for the spin multiplicity: 3. The lowest unoccupied orbital energy (alpha / beta) is 0.34 / 0.34 eV.

Atoms and positions in Å:
V1 0.71062 0.31923 0.08369
Cl1 1.06404 0.27414 -2.14790
Cl2 2.40707 0.91294 1.52461
P1 -2.35723 -1.40654 -0.40334
O1 -1.04895 -0.64940 -0.43724
O2 3.57929 1.54893 -1.30494
O3 -0.37455 0.29061 2.00443
O4 -0.37244 2.08291 -0.12237
N1 -0.20345 0.93653 4.19020
N2 -0.00048 3.38120 -1.95024
C1 7.99130 3.56715 -0.96216
C2 1.10162 -2.36802 0.94621
C3 -2.69182 -4.11772 3.29939
C4 -2.47625 -2.39706 -1.89377
C5 1.35284 -3.82765 1.15788
C6 7.89062 4.20496 -2.20947
C7 6.90019 2.84584 -0.48096
C8 -3.51911 -3.04058 -3.99240
C9 -1.52941 -4.18252 -3.25365
C10 -3.75391 -0.29759 -0.21143
C11 -2.51634 -1.91784 2.31081
C12 -2.64177 -4.69173 2.02947
C13 -0.42660 3.78117 -3.27951
C14 -0.38430 -0.41919 4.68814
C15 -2.46158 -2.49359 1.03101
C16 -0.19669 1.18527 2.87588
C17 -2.54271 -3.88426 0.89467
C18 -6.15447 0.03630 -0.28535
C19 1.31600 3.79228 -1.46723
C20 6.67557 4.17610 -2.91692
C21 3.08506 -1.66089 -0.50418
C22 -3.58256 1.01508 0.25311
C23 -2.67044 -2.72735 3.43732
C24 5.58208 3.45099 -2.43070
C25 -5.04704 -0.80029 -0.42286
C26 -3.46476 -2.20228 -2.87383
C27 -0.77703 2.60464 -1.20203
C28 1.81704 -1.51162 0.22458
C29 -1.47285 -3.35660 -2.12705
C30 4.62053 1.84143 -0.72905
C31 -2.53859 -4.01295 -4.20725
C32 -5.98503 1.36770 0.10994
C33 5.71707 2.72325 -1.23364
C34 -4.69965 1.84424 0.40101
C35 0.11355 1.98605 5.14792
H1 4.81674 1.44531 0.28798
H2 -0.04950 -0.42900 5.72738
H3 -0.79780 2.42329 5.58406
H4 -2.79492 -2.27105 4.42116
H5 8.92253 3.61942 -0.38955
H6 -0.01116 2.23553 2.59186
H7 6.94875 2.34541 0.48502
H8 -2.54322 -4.33001 -0.09980
H9 -2.58213 1.38724 0.49504
H10 2.07572 3.01301 -1.63119
H11 -1.44142 -0.70228 4.65493
H12 -1.52308 3.81619 -3.28681
H13 -5.18035 -1.84444 -0.70092
H14 0.21829 -2.00405 1.46766
H15 6.59443 4.70081 -3.87122
H16 8.75639 4.73325 -2.61920
H17 -2.70742 -5.77268 1.90486
H18 0.46807 -4.41492 0.88078
H19 -0.78908 -4.97306 -3.37519
H20 -4.19016 -1.39748 -2.75937
H21 0.71681 1.56512 5.96166
H22 3.90532 -1.13609 0.00535
H23 -6.85709 2.02636 0.19973
H24 1.58943 4.70060 -2.01232
H25 3.34728 -2.72203 -0.61382
H26 -4.56819 2.87317 0.74468
H27 1.25209 3.99458 -0.39082
H28 0.19639 -1.13342 4.09156
H29 -0.01337 4.77259 -3.49197
H30 2.97598 -1.21560 -1.50113
H31 -4.34431 -2.93745 -4.69712
H32 -2.78175 -4.74681 4.18437
H33 -2.45784 -0.83155 2.41167
H34 -0.09598 3.07433 -4.05789
H35 -1.79441 2.41131 -1.58018
H36 -2.56763 -4.64821 -5.09779
H37 1.55123 -4.03463 2.21648
H38 -0.64662 -3.46357 -1.41819
H39 0.66816 2.77595 4.62603
H40 2.20898 -4.16514 0.56379
H41 -7.14797 -0.36128 -0.48991
H42 4.63837 3.41802 -2.98242

=====

Arrangement B

A structure of composition C35H42Cl2N2O4PV, computed with ωB97M-V with the def2-TZVPD basis set.

As for the orbital gap (alpha / beta): 6.738 / 6.685 eV. As for the spin multiplicity: 3. The lowest unoccupied orbital energy (alpha / beta) is 0.42 / 0.42 eV.

Atoms and positions in Å:
V1 -0.97450 -0.28099 -0.38396
Cl1 -2.41595 0.88523 -1.95090
Cl2 -0.79755 -2.34206 0.71949
P1 2.27706 0.23305 1.21324
O1 -1.78231 0.59883 1.32209
O2 -2.81498 -1.62277 -1.07347
O3 0.92191 -0.06706 0.61683
O4 -0.14625 1.83342 -0.69818
N1 -0.64601 3.85220 -1.70376
N2 -3.14480 -0.64295 2.66649
C1 -2.01762 0.03096 2.43326
C2 -5.25141 -3.37213 -1.16357
C3 0.98307 1.97140 2.94492
C4 4.09135 -3.38368 0.90398
C5 3.30109 1.51847 3.49438
C6 -0.90008 2.82588 -0.87926
C7 3.36717 -2.21946 0.64113
C8 3.51931 -1.59934 2.98093
C9 -4.69202 -2.58622 -2.19164
C10 -4.17554 -0.73218 1.63787
C11 2.26557 -0.68757 -3.38970
C12 -6.71385 -2.89974 -3.51095
C13 4.54092 -3.65661 2.20272
C14 2.17358 1.27185 2.68931
C15 3.35058 1.14799 0.09792
C16 0.58443 3.94759 -2.45876
C17 2.01202 3.07396 4.84218
C18 -7.28279 -3.67424 -2.47425
C19 -5.43717 -2.36693 -3.36597
C20 3.12357 -1.30006 1.66961
C21 1.11431 -0.31529 -2.48440
C22 3.01669 2.47844 -0.20348
C23 3.80519 3.23557 -1.07423
C24 4.24350 -2.76327 3.24172
C25 4.95284 2.68214 -1.65034
C26 0.03093 -1.04827 -2.25356
C27 0.90316 2.85975 4.02200
C28 5.32143 1.37716 -1.31964
C29 -6.54199 -3.91562 -1.30482
C30 -1.62701 4.91138 -1.84334
C31 -0.35404 -2.34409 -2.84547
C32 3.20918 2.40040 4.58092
C33 -3.34896 -1.96162 -2.12926
C34 4.53515 0.62221 -0.43538
C35 -3.19036 -1.59210 3.76415
H1 3.53072 4.26748 -1.30034
H2 2.21054 -1.72320 -3.77168
H3 -0.76033 -3.00721 -2.06492
H4 2.32835 -0.01037 -4.25378
H5 1.95190 3.77834 5.66483
H6 -1.60310 5.32256 -2.85467
H7 -2.62950 4.51201 -1.64346
H8 -2.70141 -2.54182 3.49804
H9 -4.23376 -1.77080 4.01934
H10 -3.88222 -1.44189 0.84917
H11 -4.29781 0.25514 1.17518
H12 -4.97229 -1.79958 -4.16631
H13 2.14245 2.92943 0.27099
H14 -1.28209 0.04274 3.24800
H15 -1.12662 -2.20339 -3.61575
H16 -1.44132 5.73545 -1.14003
H17 1.42047 4.25210 -1.83015
H18 6.23641 0.94018 -1.73634
H19 -1.84540 2.89128 -0.32539
H20 4.08812 2.55972 5.20613
H21 4.57639 -2.97203 4.25671
H22 -4.65646 -3.56804 -0.26500
H23 -0.02808 3.39152 4.19739
H24 3.22281 -0.58715 -2.85733
H25 -2.88559 -1.78874 -3.12650
H26 4.87451 -0.37369 -0.14990
H27 -2.65923 -1.15264 4.61775
H28 0.44134 4.70548 -3.22361
H29 2.99255 -2.02792 -0.36283
H30 0.83222 3.00479 -2.94301
H31 -5.09612 -1.04674 2.12020
H32 0.12965 1.82247 2.27137
H33 4.30808 -4.07795 0.09693
H34 5.12590 -4.56318 2.40686
H35 -8.28225 -4.09174 -2.60136
H36 1.22774 0.67488 -2.02331
H37 0.50595 -2.82280 -3.33006
H38 5.56507 3.27210 -2.33410
H39 -7.27133 -2.73153 -4.43912
H40 4.25207 1.02164 3.27745
H41 3.27599 -0.92694 3.79696
H42 -6.97309 -4.53355 -0.51122

=====

Verdict on stability: arrangement B comes out at the bottom.

=====

Arrangement A

A cluster of 2 separate species, C3H10NO in total, computed with ωB97M-V with the def2-TZVPD basis set.

As for the orbital gap: 11.181 eV. The total charge is +1. The lowest unoccupied orbital energy is -3.42 eV.

Atoms and positions in Å:
O1 -1.67878 0.45406 0.07683
N1 0.57249 -0.60900 1.57433
C1 1.56651 -1.04670 -0.63646
C2 -1.64987 1.30772 -1.07793
C3 1.53110 -0.30286 0.42824
H1 1.91977 0.70437 0.45322
H2 2.53339 -0.89128 -1.07760
H3 -2.34973 -0.25023 -0.09221
H4 -0.54572 1.36242 -1.08699
H5 -2.02380 2.26075 -1.00605
H6 -1.99448 0.87560 -1.94669
H7 -0.00188 -1.28630 1.15489
H8 -0.13286 0.13109 1.67464
H9 1.22060 -0.78901 2.34268
H10 1.03327 -1.92064 -0.78089

=====

Arrangement B

A cluster of 2 separate species, C3H10NO in total, computed with ωB97M-V with the def2-TZVPD basis set.

As for the orbital gap: 11.243 eV. The total charge is +1. The lowest unoccupied orbital energy is -3.62 eV.

Atoms and positions in Å:
O1 -0.14740 0.13428 0.90208
N1 -2.54301 0.95500 1.46088
C1 1.68194 -0.27112 -0.63053
C2 1.39080 -1.31153 -1.72723
C3 0.40421 0.31513 -0.18687
H1 0.82090 -0.84833 -2.56877
H2 -1.50416 0.62219 1.25119
H3 -2.77507 1.81324 0.91406
H4 2.28916 -1.67611 -2.20648
H5 2.18594 0.60478 -1.04638
H6 -0.09490 0.94109 -0.93800
H7 0.84504 -2.18478 -1.41463
H8 -2.65687 1.03830 2.48184
H9 -3.21911 0.23689 1.18005
H10 2.22759 -0.70136 0.17218

=====

Verdict on stability: arrangement A comes out at the bottom.